This record from the Open Molecules 2025 dataset describes C39H34CsN9S4 as an isolated structure at a distorted geometry. The level of theory is ωB97M-V with the def2-TZVPD basis set.

Output
LUMO energy	-0.0068	Ha
relative energy (zero: lowest compared OMol25 entry of this formula, charge and spin)	18.4	kcal per mole
orbital gap	7.2	eV
max |F|	0.02580	Eh/bohr

Atoms and positions in Å:
Cs  -1.74159  -0.38242  0.03774
S  -1.83020  2.58435  3.84545
S  1.18196  -2.39548  -4.19585
S  -0.58578  0.05521  3.64274
S  -1.67707  3.19477  0.98078
N  -1.14007  -1.19197  -3.75000
N  -1.35923  2.21563  -0.03059
N  -2.37281  2.71668  2.42428
N  -3.41614  -1.96059  -1.69713
N  -5.47268  0.68754  1.05931
N  -0.23745  -0.14701  2.25255
N  -0.96259  -3.29942  -2.91742
N  -5.20399  -1.49871  -0.07110
N  -0.70665  1.61334  4.26839
C  2.48310  -1.66229  6.52762
C  -4.29249  -1.71983  -0.96670
C  0.55382  -0.57016  4.87908
C  -4.72034  6.25402  -0.45476
C  -1.70483  6.39552  5.10252
C  -2.91058  4.40737  0.51546
C  -5.61176  2.04191  6.27734
C  -0.33561  5.55808  1.72199
C  -4.28962  -1.52090  3.56927
C  -4.51216  2.01029  4.13266
C  -2.14314  5.17180  4.62810
C  0.89630  3.47143  1.67538
C  -1.23476  4.12779  4.51355
C  2.01318  5.52382  2.24493
C  0.82648  6.22593  2.08345
C  -0.28449  4.18717  1.52105
C  -3.68596  5.80772  -1.26625
C  0.57780  -1.94123  5.08936
C  1.54108  -2.48487  5.92458
C  -4.41283  2.36630  6.90522
C  -2.46358  -0.78555  5.54238
C  -3.94859  4.83540  1.32766
C  2.46393  -0.29451  6.29441
C  -3.70143  -1.29474  5.89433
C  -5.65801  1.85563  4.90505
C  1.49751  0.25811  5.46656
C  -5.32598  -0.30658  0.47403
C  -4.61240  -1.66240  4.90899
C  -2.14157  -0.65908  4.19649
C  0.52449  5.51511  5.33098
C  2.04728  4.14875  2.04731
C  -2.78007  4.87564  -0.78503
C  0.09515  4.28151  4.86186
C  -3.25968  2.50675  6.15557
C  -3.33068  2.33651  4.77752
C  -3.04504  -1.01810  3.21206
C  -0.37481  -2.29373  -3.58970
C  -0.37055  6.56664  5.45257
C  -4.85583  5.76309  0.83598
H  1.56452  5.65052  5.59641
H  -4.99341  -1.79561  2.79490
H  -5.57972  -2.05729  5.19181
H  2.91765  6.05211  2.51866
H  1.47397  1.32165  5.28112
H  2.97501  3.60397  2.16598
H  -0.70873  -0.39259  -4.17377
H  -1.87463  -3.17959  -2.49554
H  -4.07283  4.41425  2.31334
H  1.55889  -3.55242  6.09891
H  -2.02935  -1.10902  -3.27964
H  -4.55049  1.86515  3.05895
H  -0.15087  -2.58102  4.60642
H  -0.41986  -4.12678  -2.75797
H  -6.58352  1.58808  4.41244
H  3.23627  -2.08938  7.17660
H  -2.78453  -0.92483  2.16845
H  -6.51310  1.93052  6.86630
H  -5.67965  6.08723  1.45831
H  -3.95920  -1.39953  6.94036
H  -1.75448  -0.48803  6.30519
H  3.20260  0.34633  6.75783
H  0.89921  2.40228  1.49172
H  0.80304  7.29750  2.23387
H  -2.40466  7.21430  5.20283
H  -0.03043  7.52501  5.82255
H  0.77686  3.45218  4.75250
H  -4.37752  2.50746  7.97733
H  -1.26220  6.10189  1.59079
H  -2.31767  2.75400  6.63045
H  -5.43380  6.97288  -0.83594
H  -3.59085  6.17406  -2.27971
H  -1.98367  4.49077  -1.40903
H  -3.18384  5.02784  4.36944

This record from the Open Molecules 2025 dataset describes C39H34LuN5O6P as an isolated structure at a distorted geometry. The level of theory is ωB97M-V with the def2-TZVPD basis set.

Output
total charge	+1
LUMO energy	-0.0999	Ha
orbital gap	8.5	eV
max |F|	0.06121	Eh/bohr

Atoms and positions in Å:
Lu  -0.17315  -0.70286  -0.32875
P  2.22725  -1.01746  1.18815
O  -1.47605  -2.39186  -0.17085
O  -7.80835  -3.16416  -3.23295
O  1.33365  -1.85506  -1.01555
O  -1.18415  -1.43396  -2.11535
O  -7.09745  -5.19426  -3.24355
O  2.24935  -3.85546  -1.39805
N  -1.82085  1.16184  -1.53835
N  -1.39105  -0.66526  2.07665
N  -6.95725  -4.00806  -3.06025
N  -0.42325  1.68514  0.87805
N  0.90855  1.16804  -1.53255
C  -2.89365  -0.33126  4.40885
C  -4.20315  -1.76146  -2.00455
C  2.74095  -2.70526  0.66475
C  -2.21315  -1.62246  2.51765
C  -2.06885  2.29004  -0.86705
C  -2.98015  -1.49926  3.66765
C  4.47045  0.77704  -1.78925
C  -2.10135  1.14354  -2.84255
C  4.34425  2.27444  0.07665
C  1.96545  3.23674  -3.05945
C  -4.64625  -4.48246  -2.39595
C  -5.45275  -2.19786  -2.39885
C  1.56045  3.45504  -1.75545
C  4.59055  -1.00416  2.65005
C  2.62635  -0.68346  3.98795
C  -0.31515  1.49104  2.33085
C  -3.18005  -2.68556  -1.80295
C  2.05405  -2.88706  -0.70765
C  1.02335  2.40014  -1.02885
C  1.28925  0.96304  -2.79555
C  -2.02775  0.65884  3.97245
C  1.81645  1.96504  -3.59245
C  3.76655  -0.18386  -1.07915
C  -1.85085  -2.16316  -1.35055
C  0.62965  2.59864  0.41285
C  3.31955  0.09064  0.20815
C  4.80285  -0.65176  5.00815
C  -1.29575  0.45254  2.81095
C  3.20365  -0.90006  2.74455
C  -2.65245  2.21964  -3.51905
C  -5.65845  -3.55576  -2.60265
C  -3.40015  -4.04296  -1.98945
C  -1.74815  2.26644  0.60155
C  3.65355  1.31524  0.79085
C  3.42575  -0.55636  5.11375
C  -2.92835  3.37934  -2.81355
C  4.72555  2.01664  -1.22955
C  5.38555  -0.88396  3.77165
C  -2.62485  3.41444  -1.46205
H  6.45885  -0.96296  3.68095
H  2.10785  1.75424  -4.60835
H  5.42395  -0.55756  5.88555
H  -4.84525  -5.53046  -2.55445
H  -2.87065  2.14004  -4.57195
H  -3.36995  4.23424  -3.30115
H  5.05035  -1.15516  1.68335
H  -2.25105  -2.53086  1.92895
H  -4.01465  -0.70856  -1.85265
H  3.58165  -1.14216  -1.53935
H  -2.59265  -4.74206  -1.83535
H  3.82785  -2.80596  0.58595
H  -2.50415  1.64344  1.09325
H  1.54085  2.40584  0.98765
H  5.23755  2.77514  -1.80055
H  -2.83755  4.29124  -0.87015
H  1.16375  -0.04966  -3.16875
H  2.97505  -0.37606  6.07775
H  -1.91845  1.58114  4.52215
H  0.69655  1.13374  2.55915
H  2.38305  4.04564  -3.64205
H  0.34725  3.64754  0.58325
H  4.60105  3.21544  0.54095
H  -0.48165  2.43554  2.87095
H  2.38545  -3.44426  1.39005
H  1.66725  4.42614  -1.29845
H  -1.82025  3.28414  1.01625
H  1.54935  -0.61236  4.07775
H  -1.87875  0.22154  -3.36375
H  -6.26555  -1.50736  -2.55545
H  -3.63165  -2.30446  3.97085
H  4.81695  0.55184  -2.78705
H  3.40395  1.49894  1.82885
H  -3.47675  -0.19316  5.30645

This record from the Open Molecules 2025 dataset describes C39H34MnN6P2S2Se as an isolated structure at a distorted geometry. The level of theory is ωB97M-V with the def2-TZVPD basis set.

Output
LUMO energy (spin up / spin down)	-0.0512 / -0.0513	Ha
relative energy (zero: lowest compared OMol25 entry of this formula, charge and spin)	16.3	kcal per mole
⟨S²⟩	1.106
orbital gap (spin up / spin down)	4.7 / 4.7	eV
max |F|	0.03603	Eh/bohr
multiplicity	2

Atoms and positions in Å:
Se  7.03171  5.95740  -0.02425
Mn  1.23380  1.15761  0.12093
S  0.62746  -0.29025  2.04982
S  -0.94788  1.45484  -0.50379
P  -1.89798  -0.35156  -0.77061
P  -0.62318  -1.75330  1.35965
N  1.49639  3.21204  0.38726
N  3.15896  1.16743  0.60632
N  1.76304  1.81529  -2.25313
N  6.90209  4.20289  0.23765
N  1.63684  -0.69842  -1.12097
N  5.27156  6.20220  -0.03364
C  1.01642  5.54821  0.29075
C  -1.08591  -1.77416  -0.29942
C  -2.23488  -1.86497  -4.55228
C  0.94261  -3.51889  2.85066
C  -3.62201  -0.77760  3.95072
C  -2.49669  -0.70719  3.14334
C  -2.13637  -0.49213  -2.57782
C  0.29663  -3.30061  1.63499
C  1.78869  -5.61043  2.02527
C  -2.51722  -0.74463  -5.32050
C  2.16282  -0.56159  -2.47615
C  1.52322  0.65779  -3.11912
C  -4.14331  1.14771  0.11394
C  -5.46757  1.25632  0.51646
C  5.92972  1.47178  0.73286
C  3.28866  4.82233  0.21411
C  3.72347  2.39439  0.46639
C  -1.99168  -1.86243  2.55709
C  -2.04357  -1.73991  -3.18250
C  -5.74192  -1.12013  0.27908
C  -2.61598  -3.08667  2.77823
C  5.11912  2.57659  0.49988
C  1.13587  -5.40143  0.81926
C  -4.42327  -1.23326  -0.13082
C  -6.26407  0.12536  0.60226
C  -2.41700  0.63197  -3.35187
C  -4.23815  -1.99983  4.17822
C  3.95312  0.14178  0.87940
C  0.63259  4.21493  0.38807
C  5.33676  0.24448  0.95130
C  0.39410  -4.24347  0.62031
C  4.71877  5.02997  0.14909
C  -3.73399  -3.15355  3.59476
C  -3.62051  -0.09816  -0.20995
C  2.35605  5.85474  0.18090
C  -2.60237  0.50498  -4.72037
C  2.82193  3.50085  0.33847
C  1.69254  -4.66837  3.04201
C  5.62606  3.91708  0.29850
H  1.96360  -1.44882  -3.08465
H  -2.81174  1.38009  -5.32386
H  -1.99680  0.23740  2.96434
H  7.00385  1.59845  0.75803
H  2.37447  -6.50962  2.17346
H  2.20560  -1.34683  -0.58692
H  -1.81196  -2.59779  -2.56213
H  -2.67549  -0.84404  -6.38746
H  1.91602  0.79338  -4.13158
H  -3.99866  -2.19969  -0.37613
H  3.46490  -0.80804  1.06405
H  -3.51029  2.02341  0.05306
H  -2.16460  -2.83736  -5.02437
H  0.86273  -2.77368  3.63281
H  5.92852  -0.63233  1.16988
H  -5.87569  2.22828  0.76745
H  2.70559  6.87365  0.07934
H  1.16138  2.59005  -2.50512
H  3.24805  -0.41546  -2.42522
H  -6.36084  -2.00569  0.35431
H  0.68616  -1.13267  -1.10942
H  -2.22120  -3.98193  2.31201
H  0.26614  6.32548  0.30122
H  -4.21830  -4.10550  3.77620
H  -7.29475  0.21198  0.92468
H  1.20303  -6.14853  0.03772
H  2.20576  -4.83232  3.98172
H  -0.11485  -4.05043  -0.31665
H  2.72594  2.12724  -2.33524
H  -4.02032  0.12264  4.40208
H  -5.11459  -2.05225  4.81275
H  -0.41397  3.94135  0.45343
H  -2.47704  1.60297  -2.87672
H  0.44386  0.50855  -3.18380

This record from the Open Molecules 2025 dataset describes C39H34N6O2S3W as an isolated structure. The level of theory is ωB97M-V with the def2-TZVPD basis set.

Output
total charge	+4
LUMO energy (spin up / spin down)	-0.5027 / -0.5027	Ha
orbital gap (spin up / spin down)	3.5 / 3.5	eV
max |F|	0.01795	Eh/bohr

Atoms and positions in Å:
W  -0.47376  -0.19853  -0.78147
S  5.90144  -3.54554  -1.27653
S  -1.88507  1.48038  6.09837
S  -1.63366  -3.68005  -2.62201
O  0.80601  1.43012  -0.66264
O  0.12536  -0.65067  -2.55106
N  -1.40728  1.67323  -0.48198
N  -2.35713  -1.24636  -1.56610
N  1.45445  -1.07571  -0.31197
N  -1.37501  1.25367  -1.79140
N  -0.87651  -2.39950  -0.33131
N  -0.37268  -0.04763  1.37958
C  -1.25637  0.55730  2.19522
C  0.45547  -0.86677  -4.87192
C  -1.20393  1.84694  -2.94302
C  -1.03718  0.75808  3.56438
C  3.29889  -1.33353  2.89046
C  -3.24030  1.96175  3.98004
C  -0.05168  -0.14924  -3.80552
C  3.00432  -1.48355  1.48901
C  6.28894  -3.93512  -2.87859
C  0.52766  5.76556  1.88138
C  4.45560  -2.74837  -1.75466
C  4.31962  -2.77178  -3.12645
C  2.31899  -1.62373  -1.17111
C  -0.26842  0.88962  -6.39432
C  -0.78379  5.36394  1.60570
C  0.11225  3.40978  0.51688
C  -3.80561  -1.29449  -1.01980
C  -0.69675  1.10285  -4.02624
C  1.44137  3.82922  0.81027
C  1.77570  -1.01267  1.01240
C  -1.66939  -2.53554  -1.53827
C  0.32835  -0.34877  -6.15912
C  -4.16490  -0.14536  -0.11788
C  -3.99941  2.46178  5.05519
C  -0.76764  1.61928  -5.33652
C  -0.08631  2.24601  -0.21361
C  2.41958  -0.74263  3.72694
C  -3.38330  2.25916  6.26038
C  5.37231  -3.45209  -3.76900
C  0.82774  -0.44519  1.89772
C  -0.73905  -3.43861  1.96560
C  -2.05363  1.38746  4.38807
C  3.56929  -2.15058  -0.77801
C  1.14558  -0.27216  3.25150
C  0.19075  0.32744  4.07383
C  3.89003  -2.05445  0.57309
C  1.63653  5.00405  1.48864
C  -1.65761  -2.84926  0.91956
C  -1.00186  4.19388  0.92426
H  4.84690  -2.41495  0.93201
H  5.45921  -3.58763  -4.83568
H  -0.05172  -2.99972  -0.39277
H  -1.50683  2.88883  -3.03840
H  -2.35189  -3.61377  0.56775
H  -3.57306  2.03047  2.95354
H  3.50552  -2.30978  -3.66745
H  -2.44649  -0.96971  -2.54465
H  0.69205  6.69588  2.41165
H  -1.35188  -3.80244  2.79055
H  -3.64226  -0.19343  0.83813
H  2.65541  -0.62040  4.77595
H  -0.33531  1.27476  -7.40247
H  2.27907  3.22694  0.48422
H  0.71931  -0.91600  -6.99439
H  -2.00798  3.87107  0.69180
H  2.01817  -1.65198  -2.20515
H  -3.99053  0.82473  -0.58177
H  -1.23476  2.58176  -5.50380
H  -5.23114  -0.21620  0.10016
H  0.42246  0.46639  5.12350
H  -2.17600  0.89063  1.74009
H  -0.19392  -4.29709  1.57051
H  -3.92655  -2.25795  -0.52991
H  -1.61241  5.98111  1.92318
H  -4.96016  2.94289  4.95625
H  -4.43754  -1.31028  -1.90696
H  -2.22696  -1.99753  1.28864
H  7.18486  -4.49609  -3.09282
H  4.24969  -1.69507  3.25877
H  2.63464  5.35204  1.71466
H  0.94603  -1.81589  -4.70277
H  -0.03211  -2.71719  2.36925
H  -3.74188  2.53201  7.24048

This record from the Open Molecules 2025 dataset describes C39H35AsCoN2O6SSb2Se as an isolated structure at a distorted geometry. The level of theory is ωB97M-V with the def2-TZVPD basis set.

Output
LUMO energy (spin up / spin down)	-0.0461 / -0.0407	Ha
relative energy (zero: lowest compared OMol25 entry of this formula, charge and spin)	0.0	kcal per mole
⟨S²⟩	0.755
orbital gap (spin up / spin down)	6.9 / 7.0	eV
max |F|	0.03944	Eh/bohr
multiplicity	2

Atoms and positions in Å:
Sb  -1.31919  -2.42393  0.37666
Sb  -2.49500  0.58666  0.94617
Se  3.50805  3.37011  0.83171
As  4.92242  0.45118  0.13322
Co  1.78335  0.90467  -0.09469
S  2.64201  -1.02797  -1.65843
O  6.06340  0.11860  1.47695
O  1.80670  -1.17349  -0.42304
O  5.48641  1.82180  -0.53304
O  3.48055  0.65580  0.97931
O  2.03091  -1.60419  -2.82083
O  2.94347  0.41018  -1.78271
N  3.09851  5.05532  0.78614
N  2.08025  2.91456  -0.11150
C  -0.78574  1.54589  1.90411
C  0.27510  6.51111  -1.00528
C  1.38957  6.48264  -0.21901
C  -0.32727  -4.95079  -1.21645
C  6.44905  -1.83284  -0.69463
C  0.51703  -6.02532  -1.46074
C  5.62600  -3.68994  -1.99001
C  0.73432  -4.61175  0.90809
C  -5.92306  -4.07531  1.25607
C  -4.88806  2.54008  0.63249
C  0.50252  0.96467  2.05635
C  -3.31402  -3.22010  0.77202
C  -3.47248  4.79689  -0.12810
C  1.27114  2.93856  3.22172
C  1.50136  1.66274  2.74451
C  5.19482  -1.24288  -0.74941
C  0.01074  3.49278  3.11871
C  0.31251  4.10577  -1.33262
C  -3.50172  2.47986  0.54056
C  6.65979  -3.05559  -1.31375
C  -2.80119  3.61556  0.14475
C  1.43176  4.02764  -0.47924
C  -5.34161  -3.12441  2.08092
C  -5.56232  3.72138  0.35335
C  -3.90472  -4.17552  -0.04596
C  -2.30612  -0.48311  -1.90926
C  -1.63755  0.58327  -1.04813
C  -0.23265  -4.24666  -0.02312
C  1.48223  -6.37954  -0.53083
C  -4.85480  4.85236  -0.02129
C  4.38412  -3.08327  -2.08176
C  4.17973  -1.86994  -1.44933
C  -0.24806  5.32715  -1.57791
C  -5.19993  -4.60975  0.19993
C  -1.86510  -1.92387  -1.65288
C  -4.03990  -2.70760  1.84021
C  -1.00425  2.79497  2.48416
C  1.99952  5.23689  0.04900
C  1.59703  -5.66703  0.65393
H  -6.64039  3.75998  0.43630
H  -0.54147  0.43781  -0.97711
H  2.45834  1.18707  2.90902
H  -2.10608  -0.26081  -2.96289
H  2.35953  -5.93674  1.37351
H  -2.91142  5.67760  -0.41429
H  6.24601  0.95027  1.92710
H  -0.05937  3.21186  -1.81285
H  -5.64998  -5.36216  -0.43551
H  -1.72263  3.58222  0.05852
H  -5.44263  1.65472  0.92387
H  3.57277  -3.51274  -2.64946
H  5.79434  -4.64777  -2.46254
H  2.06827  3.48575  3.70654
H  -1.05926  -4.65916  -1.95985
H  -1.99757  3.22232  2.45631
H  -3.57697  -1.97914  2.49640
H  2.14781  -7.20960  -0.72700
H  1.82486  7.37610  0.20522
H  7.24405  -1.32350  -0.16790
H  -3.35283  -4.58969  -0.88249
H  -1.81694  1.57216  -1.46909
H  -5.37634  5.77719  -0.22709
H  -0.96672  -2.13114  -2.21691
H  7.64259  -3.50573  -1.28192
H  0.66067  -0.09582  1.85612
H  -2.64487  -2.61236  -1.98109
H  -6.93787  -4.40202  1.44090
H  -5.89716  -2.70348  2.90882
H  0.43522  -6.57959  -2.38762
H  -0.21051  7.45278  -1.21954
H  -1.10372  5.39997  -2.23586
H  0.80620  -4.06273  1.84098
H  -3.38903  -0.39763  -1.76468
H  -0.19655  4.45977  3.55906